1.
A 2-piece molecular cluster, C2H10NO2 overall in a non-equilibrium geometry. Source: the Open Molecules 2025 dataset; level of theory: ωB97M-V with the def2-TZVPD basis set.

Results
Net charge: +1
HOMO level in eV: -14.928
Spin multiplicity: 1
Orbital gap in eV: 11.39
Maximum force in eV Å⁻¹: 4.630
Energy relative to the best compared isomer or geometry (same formula, charge and spin) in eV: 1.783

Atoms and positions in Å:
1 O -1.27932 0.17228 1.00661
2 O 1.43255 -1.72626 0.79609
3 N -0.34983 -0.31958 -1.39146
4 C -0.44573 1.32536 0.38802
5 C 0.38891 0.92001 -0.88969
6 H 0.32616 1.76059 -1.83537
7 H -0.42507 -0.97136 -0.56296
8 H -1.27940 2.13090 0.29422
9 H 0.08833 -0.82231 -2.15987
10 H 1.46634 0.89116 -0.71989
11 H 0.34027 1.54191 1.04886
12 H -1.28814 -0.10646 -1.83364
13 H 1.86249 -1.26763 1.59388
14 H -1.60716 0.52194 1.87898
15 H 2.08010 -2.48206 0.62442

Löwdin population analysis, charges in e, atoms 1 to 5: number 1, O, carries -0.14; number 2, O, carries -0.11; number 3, N, carries 0.15; number 4, C, carries -0.14; number 5, C, carries -0.12


2.
A 3-piece molecular cluster, C2H10NO2 overall in a non-equilibrium geometry. Source: the Open Molecules 2025 dataset; level of theory: ωB97M-V with the def2-TZVPD basis set.

Results
Net charge: +1
HOMO level in eV: -14.111
Spin multiplicity: 1
Orbital gap in eV: 10.63
Maximum force in eV Å⁻¹: 4.737
Energy relative to the best compared isomer or geometry (same formula, charge and spin) in eV: 1.999

Atoms and positions in Å:
1 O -0.97506 2.68374 -2.97352
2 O 2.33461 -1.00901 1.36119
3 N 0.27407 -1.40108 0.28147
4 C -1.72401 -0.15684 0.90849
5 C -0.42616 -0.25467 0.93023
6 H 2.93112 -1.77864 1.33283
7 H -2.22611 0.80780 1.09746
8 H 1.28120 -1.04031 0.02699
9 H -0.12717 -1.87698 -0.55151
10 H -1.35316 2.14521 -3.58156
11 H -1.60679 3.45454 -3.11109
12 H 2.87131 -0.23311 1.65723
13 H 0.57386 -2.07664 0.94487
14 H 0.10244 0.36496 1.65964
15 H -2.34054 -0.88797 0.42112

Löwdin population analysis, charges in e, atoms 1 to 5: number 1, O, carries -0.04; number 2, O, carries -0.06; number 3, N, carries 0.13; number 4, C, carries 0.06; number 5, C, carries -0.15


3.
A 3-piece molecular cluster, C2H10NO2S overall in a non-equilibrium geometry. Source: the Open Molecules 2025 dataset; level of theory: ωB97M-V with the def2-TZVPD basis set.

Results
Net charge: -1
HOMO level in eV: -2.774
Spin multiplicity: 1
Orbital gap in eV: 6.05
Maximum force in eV Å⁻¹: 3.746
Energy relative to the best compared isomer or geometry (same formula, charge and spin) in eV: 0.786

Atoms and positions in Å:
1 S 0.31576 0.25074 2.44354
2 O -1.78913 0.41974 -3.08410
3 O 0.73394 -3.71412 -1.05660
4 N -0.94771 0.97031 -0.50181
5 C 0.94037 1.36626 1.13269
6 C 0.52656 0.95130 -0.27059
7 H 2.05588 1.43640 1.13435
8 H 1.34969 -3.59635 -1.85254
9 H 0.54167 -2.75153 -0.74252
10 H -1.24476 0.66180 -2.30042
11 H -1.23381 0.19600 0.22411
12 H -1.53838 1.69122 -0.11632
13 H 1.06860 1.62112 -0.96208
14 H 0.51118 2.37583 1.26326
15 H -1.21291 0.06344 -3.73474
16 H 0.92464 -0.05222 -0.54400

Löwdin population analysis, charges in e, atoms 1 to 5: number 1, S, carries 0.08; number 2, O, carries -0.11; number 3, O, carries -0.14; number 4, N, carries -0.07; number 5, C, carries -0.80